A molecular structure, C57H50AsBr2CsN2O7S2. Source: the OMol25 dataset; level of theory: ωB97M-V with the def2-TZVPD basis set.

```
122
Properties=species:S:1:pos:R:3:forces:R:3
Cs 1.7874 0.5754 -0.7390 2.472 -2.247 -0.714
C 5.1241 2.8942 -1.3177 0.008 -0.081 -0.056
C 5.1160 1.6762 -2.1954 0.013 -0.051 -0.019
C 6.3185 1.1411 -2.7100 0.000 -0.156 0.008
C 6.2863 -0.0207 -3.4249 0.070 0.135 0.021
C 5.0540 -0.6698 -3.6648 -0.203 0.102 0.126
C 4.9064 -1.8841 -4.3636 0.055 -0.193 -0.153
Br 6.4430 -2.8402 -4.9864 -0.001 0.026 -0.013
C 3.6681 -2.4200 -4.6136 0.106 0.091 0.032
C 2.5343 -1.7542 -4.1733 -0.106 0.037 0.142
Br 0.8142 -2.4620 -4.5779 0.080 -0.072 -0.031
C 2.5493 -0.5466 -3.4322 -0.246 -0.268 -0.684
O 1.5055 0.0297 -3.0397 -0.002 -0.438 -2.997
C 3.8876 -0.0199 -3.1696 0.365 -0.340 -0.414
N 3.9578 1.1180 -2.4527 0.521 0.475 -0.400
H 5.2729 3.8002 -1.9117 -0.020 0.023 0.034
H 5.9271 2.8333 -0.5816 -0.020 0.042 0.025
H 4.1697 2.9558 -0.8004 -0.025 0.119 0.096
H 7.2552 1.6484 -2.5142 0.011 -0.020 0.022
H 7.1977 -0.4498 -3.8202 0.001 -0.031 0.024
H 3.5746 -3.3503 -5.1566 -0.011 -0.001 -0.008
C -5.0796 -4.5732 -4.1805 0.008 0.077 0.049
C -4.0135 -3.7284 -3.5319 0.016 -0.059 -0.027
C -3.8499 -2.3903 -3.8821 -0.020 -0.035 0.022
C -2.8579 -1.6186 -3.2989 0.058 0.086 0.055
C -2.0235 -2.1834 -2.3459 0.136 0.124 -0.128
C -2.1550 -3.5158 -2.0023 0.138 -0.029 0.163
C -3.1543 -4.2786 -2.5859 -0.046 0.045 -0.017
S -0.7185 -1.1818 -1.5630 -1.459 -0.214 -0.365
O 0.1130 -2.1565 -0.8335 0.271 -0.407 -0.058
C -1.9446 -0.3713 -0.4701 -0.241 -0.126 0.057
C -2.3845 0.8600 -0.9875 0.064 0.051 -0.094
C -3.3225 1.6000 -0.3333 0.008 0.077 -0.046
C -3.8271 1.1682 0.9116 0.104 -0.210 0.065
C -4.7783 1.9293 1.6305 -0.095 0.092 0.119
C -5.2155 1.5276 2.8597 0.021 0.081 -0.039
C -4.6983 0.3510 3.4382 0.040 -0.110 0.006
C -3.7860 -0.4110 2.7649 -0.070 -0.043 0.045
C -3.3432 -0.0460 1.4680 0.038 0.116 -0.180
C -2.4152 -0.8428 0.7277 0.009 0.090 -0.118
C -1.9756 -2.1527 1.2824 0.205 -0.045 0.089
C -2.9340 -3.2159 1.3608 0.118 -0.149 0.082
C -4.2459 -3.0951 0.8384 -0.084 0.021 0.007
C -5.1627 -4.0983 0.9909 0.001 0.108 -0.042
C -4.8141 -5.2907 1.6534 0.064 -0.116 0.030
C -3.5380 -5.4646 2.1106 -0.050 -0.067 -0.033
C -2.5677 -4.4461 1.9660 -0.083 0.181 -0.063
C -1.2341 -4.6232 2.4021 0.135 0.054 0.019
C -0.3269 -3.6194 2.2562 0.042 -0.101 0.036
C -0.6934 -2.3650 1.7256 -0.150 0.032 -0.219
S 0.7224 -1.1790 1.5971 -0.818 -1.705 1.523
O 0.1627 0.0236 0.9702 -1.977 -0.055 1.771
C 0.6457 -0.9017 3.3869 0.099 0.093 -0.001
C -0.2256 0.0553 3.8719 -0.079 0.065 -0.181
C -0.2632 0.3161 5.2333 0.044 -0.034 0.034
C 0.5728 -0.3594 6.1142 -0.027 -0.012 0.038
C 0.5898 -0.0282 7.5832 0.060 0.028 -0.071
C 1.4423 -1.3226 5.6067 -0.041 0.045 -0.019
C 1.4830 -1.5921 4.2498 0.015 -0.086 -0.008
H -5.4229 -4.1089 -5.1054 -0.032 -0.055 -0.014
H -5.9457 -4.6982 -3.5253 0.013 0.017 0.006
H -4.6973 -5.5681 -4.4114 -0.020 -0.003 -0.031
H -4.5041 -1.9498 -4.6266 0.027 -0.004 -0.018
H -2.7252 -0.5816 -3.5873 -0.016 -0.012 -0.018
H -1.4654 -3.9426 -1.2831 -0.008 0.026 0.008
H -3.2690 -5.3174 -2.2956 0.024 -0.010 -0.035
H -1.9434 1.2191 -1.9101 -0.005 0.015 0.007
H -3.6506 2.5525 -0.7340 -0.005 -0.017 -0.012
H -5.1458 2.8506 1.1922 0.028 -0.007 -0.017
H -5.9361 2.1196 3.4106 -0.006 0.024 -0.042
H -5.0261 0.0560 4.4275 0.042 -0.015 0.004
H -3.3795 -1.3000 3.2272 0.008 -0.039 0.002
H -4.5147 -2.1954 0.3005 -0.021 0.039 0.041
H -6.1654 -3.9779 0.5988 0.019 0.010 -0.031
H -5.5529 -6.0729 1.7811 0.015 -0.005 -0.007
H -3.2434 -6.3913 2.5913 -0.017 0.006 0.006
H -0.9451 -5.5727 2.8388 0.005 0.003 -0.001
H 0.7055 -3.7633 2.5560 -0.017 -0.057 0.028
H -0.8240 0.6269 3.1725 0.033 0.022 0.042
H -0.9319 1.0821 5.6093 0.006 0.009 -0.009
H -0.2838 0.5596 7.8654 -0.012 -0.024 0.017
H 1.4797 0.5576 7.8257 -0.017 -0.001 0.024
H 0.6176 -0.9351 8.1895 -0.028 0.013 0.033
H 2.1198 -1.8375 6.2788 -0.002 -0.018 -0.015
H 2.1870 -2.3201 3.8655 0.034 0.030 -0.008
O 6.6193 1.1268 4.8092 0.083 -0.018 -0.079
C 6.0682 1.8778 3.9779 -0.274 -0.016 -0.037
O 6.3090 3.0611 3.6717 0.037 -0.029 0.053
C 4.8770 1.2349 3.2181 0.155 0.111 0.099
C 4.8994 -0.1189 2.8786 -0.050 0.013 0.050
C 3.8141 -0.6505 2.2195 0.096 -0.034 0.043
N 2.7400 0.0637 1.8788 0.485 0.269 0.579
C 2.7078 1.3602 2.1779 0.305 0.400 0.281
C 3.7639 1.9743 2.8510 0.054 -0.073 0.023
C 1.5771 2.2410 1.6261 0.186 0.611 0.827
O 0.6172 2.5383 2.3419 0.055 0.022 0.024
O 1.8378 2.6271 0.4522 -0.117 2.662 1.270
H 5.7520 -0.7234 3.1580 -0.011 -0.004 0.006
H 3.7775 -1.7043 1.9448 0.002 0.008 -0.009
H 3.7262 3.0319 3.0771 0.032 0.001 -0.035
C -1.1697 2.2236 -4.3096 0.111 0.046 0.075
C -0.2737 3.3996 -3.9115 -0.017 -0.148 0.103
As 0.5914 3.0728 -2.1236 -0.700 1.328 -0.931
C -0.6233 4.0513 -0.8942 -0.121 0.071 0.011
C -1.7890 4.8376 -1.4838 0.118 -0.071 0.015
C 1.9677 4.4823 -2.2973 0.064 0.067 0.083
C 1.5115 5.8633 -2.7558 -0.047 -0.096 -0.021
H -1.4391 2.2503 -5.3695 -0.017 0.018 0.002
H -2.1021 2.2373 -3.7371 -0.017 -0.038 -0.027
H -0.6525 1.2787 -4.1151 -0.058 -0.024 -0.019
H -0.8291 4.3385 -3.9696 0.075 0.023 0.045
H 0.5591 3.4666 -4.6178 0.039 0.022 0.048
H 0.0269 4.6973 -0.3030 -0.001 -0.030 0.035
H -0.9960 3.3017 -0.1943 0.084 0.017 0.032
H -1.4530 5.6463 -2.1364 -0.019 -0.018 -0.021
H -2.3857 5.2849 -0.6829 -0.056 -0.006 -0.025
H -2.4461 4.1914 -2.0738 -0.029 0.050 -0.026
H 2.7339 4.0951 -2.9738 -0.021 -0.081 0.023
H 2.4161 4.5476 -1.3039 0.029 -0.078 -0.020
H 1.0071 5.8200 -3.7237 -0.004 0.024 0.009
H 2.3666 6.5376 -2.8618 -0.016 0.029 0.030
H 0.8223 6.3108 -2.0367 -0.003 0.009 -0.010
```
Forces are in eV/Å.

Values from the calculation:
net charge = -2
relative energy (zero: lowest compared OMol25 entry of this formula, charge and spin) = 58.3 kJ/mol
orbital gap = 5.85 eV

Atomic partial charges in e from the Löwdin method, atoms 1 to 99: 1.77, -0.02, -0.33, -0.02, -0.04, -0.20, -0.64, 0.68, -0.20, -0.58, 0.77, -0.52, -0.49, -0.17, 0.04, 0.08, 0.09, 0.06, 0.11, 0.07, 0.09, -0.06, -0.28, -0.04, -0.07, -0.35, -0.06, -0.04, 0.94, -0.54, -0.28, -0.07, -0.01, -0.14, -0.04, -0.09, -0.08, -0.02, -0.10, -0.12, -0.12, -0.11, -0.02, -0.09, -0.10, -0.05, -0.16, -0.02, -0.06, -0.25, 0.97, -0.77, -0.33, -0.05, -0.02, -0.28, -0.06, -0.04, -0.08, 0.07, 0.08, 0.07, 0.11, 0.11, 0.12, 0.11, 0.07, 0.11, 0.11, 0.09, 0.10, 0.12, 0.12, 0.10, 0.09, 0.10, 0.11, 0.11, 0.11, 0.11, 0.07, 0.08, 0.07, 0.11, 0.10, -0.07, -0.71, -0.06, -0.10, -0.01, -0.16, -0.13, -0.20, 0.06, -0.73, 0.01, -0.41, 0.11, 0.11

---

A molecular structure, C57H55CaN6O5S. Source: the OMol25 dataset; level of theory: ωB97M-V with the def2-TZVPD basis set.

```
125
Properties=species:S:1:pos:R:3:forces:R:3
Ca -0.0507 0.0741 0.1802 0.660 -2.757 -2.149
C -0.5749 -3.3069 0.0899 0.193 -0.584 -0.412
O -0.6138 -2.1566 0.9051 0.015 -0.015 0.367
C -1.5197 -2.1775 1.9244 -0.415 0.329 0.754
C -2.2770 -3.2833 2.2857 0.126 -0.081 -0.240
C -3.2034 -3.1981 3.3136 0.040 0.106 -0.027
C -3.3992 -2.0004 3.9777 -0.056 -0.112 0.028
C -2.6319 -0.9008 3.6510 0.140 -0.014 -0.283
C -1.6742 -0.9750 2.6377 -0.751 -0.897 0.504
N -0.8672 0.0975 2.2814 0.647 1.267 0.961
N -0.7264 0.9389 3.2390 -0.748 -0.980 0.082
C 0.0746 1.9983 3.1989 0.778 0.481 -0.712
C 0.9380 2.3217 2.1013 -0.032 0.171 0.809
O 0.8459 1.7627 0.9582 0.823 0.902 1.064
C 1.9927 3.2612 2.3584 0.071 0.131 -0.120
C 2.0719 3.9563 3.5172 -0.100 -0.063 -0.278
C 1.1048 3.7943 4.5442 -0.327 -0.250 0.183
C 1.1279 4.5915 5.6976 -0.090 0.059 0.152
C 0.1981 4.4126 6.6905 0.132 0.165 0.028
C -0.7627 3.4058 6.5638 -0.011 -0.207 -0.148
C -0.7937 2.6015 5.4495 -0.108 0.041 0.080
C 0.1221 2.7892 4.4067 0.305 0.177 0.109
H -1.5790 -3.5793 -0.2516 0.108 0.090 0.019
H -0.1195 -4.1507 0.6203 -0.061 0.144 0.014
H 0.0229 -3.0350 -0.7741 -0.108 -0.129 0.134
H -2.1649 -4.2217 1.7691 0.088 -0.090 -0.050
H -3.7692 -4.0752 3.5864 -0.092 -0.064 -0.013
H -4.1521 -1.9272 4.7441 -0.078 0.022 0.175
H -2.7594 0.0406 4.1606 -0.009 0.071 0.043
H 2.7431 3.3929 1.5926 0.010 0.025 -0.090
H 2.8752 4.6637 3.6729 0.077 0.052 -0.004
H 1.8888 5.3539 5.7857 0.061 0.080 0.033
H 0.2079 5.0422 7.5682 0.028 0.021 0.051
H -1.4828 3.2479 7.3510 -0.101 0.011 0.110
H -1.5366 1.8267 5.3384 -0.044 -0.015 0.096
C 2.8003 -3.7095 -0.6210 -0.096 0.075 0.119
C 2.6714 -3.1769 0.7731 -0.062 0.015 -0.115
C 2.7237 -4.0722 1.8320 -0.013 0.078 -0.004
C 2.7210 -3.6412 3.1445 0.007 0.071 0.048
C 2.7405 -2.2856 3.3983 0.014 -0.140 -0.066
C 2.7080 -1.3604 2.3642 -0.085 0.090 -0.196
C 2.8769 0.0864 2.7015 0.072 -0.019 -0.019
C 2.5895 -1.7995 1.0374 0.434 -0.732 0.937
N 2.3725 -0.8609 0.0038 -0.247 0.630 -0.737
C 3.3255 -0.1992 -0.5272 0.315 -0.745 0.639
C 4.7615 -0.4294 -0.1560 -0.059 -0.168 0.139
C 3.0701 0.8430 -1.5687 -0.040 0.799 -0.763
C 4.2780 1.4712 -2.2109 -0.156 0.102 -0.083
N 1.8836 1.1673 -1.8838 -0.001 -0.970 0.954
C 1.5341 2.1653 -2.7999 -0.299 0.913 -0.880
C 1.4426 3.5077 -2.3917 0.127 -0.111 0.143
C 2.0623 3.9689 -1.1077 -0.073 -0.145 0.022
C 0.8190 4.4302 -3.2196 -0.049 -0.038 -0.139
C 0.3291 4.0695 -4.4611 0.029 0.019 0.008
C 0.5696 2.7911 -4.9239 -0.002 0.092 0.076
C 1.1899 1.8437 -4.1234 0.115 -0.146 0.114
C 1.5563 0.5178 -4.7152 -0.142 0.083 0.060
H 2.8391 -4.7957 -0.6084 0.004 -0.068 -0.020
H 3.7204 -3.3488 -1.0795 0.042 0.030 -0.154
H 1.9720 -3.4000 -1.2497 0.060 -0.057 -0.037
H 2.7931 -5.1271 1.6126 -0.017 -0.124 -0.041
H 2.7478 -4.3520 3.9545 0.004 -0.089 0.103
H 2.8124 -1.9209 4.4114 -0.017 0.045 0.150
H 2.2554 0.3560 3.5535 -0.016 0.116 0.007
H 2.6304 0.7160 1.8567 0.054 0.075 0.089
H 3.9143 0.2839 2.9752 0.077 0.021 0.054
H 4.8371 -1.2309 0.5756 0.039 0.038 -0.016
H 5.1955 0.4722 0.2698 0.069 0.114 0.047
H 5.3541 -0.6973 -1.0278 0.052 0.013 -0.097
H 4.9089 1.9501 -1.4650 0.094 0.025 0.034
H 3.9601 2.2202 -2.9346 0.041 -0.022 0.013
H 4.8827 0.7266 -2.7277 0.042 -0.055 -0.001
H 3.1492 3.8824 -1.1653 0.076 0.019 0.081
H 1.7050 3.3706 -0.2735 0.147 0.070 -0.029
H 1.8204 5.0147 -0.9337 0.009 0.068 0.082
H 0.7255 5.4528 -2.8850 0.015 0.114 0.077
H -0.1887 4.7866 -5.0777 -0.007 0.120 -0.095
H 0.2915 2.5191 -5.9316 -0.019 -0.046 -0.100
H 1.6389 0.5922 -5.7982 0.017 0.027 -0.015
H 0.8075 -0.2371 -4.4902 -0.007 -0.076 0.011
H 2.5090 0.1757 -4.3181 0.006 -0.094 -0.098
O 4.2995 -4.7810 -6.3922 0.138 -0.252 -0.311
C 4.3401 -3.9132 -5.3753 0.047 0.177 0.256
O 5.3906 -3.5042 -4.9586 -0.113 -0.174 -0.222
C 3.0420 -3.4749 -4.7755 -0.261 0.189 0.210
C 1.7840 -3.9642 -5.1208 0.355 0.073 -0.088
C 0.6415 -3.4909 -4.5004 -0.206 0.179 0.209
C 0.7361 -2.5203 -3.5024 0.915 -0.454 -0.563
C 2.0029 -2.0556 -3.1330 -0.350 -0.128 -0.303
C 3.1307 -2.5066 -3.7737 -0.082 -0.054 -0.124
N -0.3318 -2.0377 -2.7763 -0.809 0.558 0.595
C -1.4435 -1.6977 -3.2800 0.686 -0.229 -0.609
C -2.5681 -1.2716 -2.4556 -0.882 0.108 0.071
C -3.8285 -1.1342 -3.0471 0.386 -0.025 0.136
C -4.9084 -0.7831 -2.2557 0.109 0.008 0.213
C -4.6881 -0.5731 -0.9043 -0.001 -0.068 -0.171
C -3.4001 -0.7430 -0.4074 -0.457 -0.036 0.112
N -2.3662 -1.0848 -1.1500 0.391 0.059 -0.179
H 3.4034 -5.0249 -6.6571 0.091 0.141 0.152
H 1.6683 -4.7233 -5.8819 -0.053 -0.099 -0.039
H -0.3242 -3.8965 -4.7603 -0.117 -0.062 -0.049
H 2.0387 -1.3152 -2.3528 0.043 -0.040 0.005
H 4.1097 -2.1321 -3.5126 0.087 -0.012 0.021
H -1.6266 -1.7096 -4.3635 0.065 -0.090 0.057
H -3.9583 -1.3137 -4.1043 0.056 -0.012 -0.084
H -5.8971 -0.6961 -2.6815 -0.050 0.065 -0.016
H -5.4966 -0.2964 -0.2463 -0.049 0.004 0.105
H -3.2027 -0.6278 0.6487 -0.081 0.104 0.143
C -2.1638 3.8551 -1.4602 0.515 -0.437 0.109
S -0.9950 2.9013 -0.4124 -1.627 2.840 -0.128
O -1.3299 1.4992 -0.7788 -0.726 -0.542 -0.822
C -1.9366 3.2352 1.0995 0.155 0.025 -0.052
C -1.5427 4.2514 1.9569 0.058 0.027 -0.100
C -2.2646 4.4912 3.1163 -0.085 0.051 -0.156
C -3.3768 3.7181 3.4079 -0.001 0.014 0.008
C -3.7662 2.7043 2.5446 -0.044 0.020 0.027
C -3.0503 2.4667 1.3835 0.083 -0.100 -0.159
H -3.1482 3.4224 -1.3354 -0.180 -0.096 0.092
H -1.8407 3.7683 -2.4918 0.145 -0.037 -0.116
H -2.1585 4.8919 -1.1503 0.055 0.217 0.111
H -0.6627 4.8355 1.7329 0.165 0.108 -0.007
H -1.9558 5.2676 3.8002 0.073 0.073 0.017
H -3.9400 3.9122 4.3104 -0.009 -0.046 0.038
H -4.6341 2.1040 2.7714 -0.097 -0.065 0.021
H -3.3357 1.6882 0.6901 -0.063 -0.083 0.020
```
Forces are in eV/Å.

Values from the calculation:
net charge = +1
orbital gap = 6.67 eV

Atomic partial charges in e from the Löwdin method, atoms 1 to 99: 1.37, -0.08, -0.21, -0.24, -0.01, -0.07, -0.08, -0.01, -0.22, -0.04, 0.12, -0.19, -0.39, -0.33, -0.01, 0.01, -0.17, -0.03, -0.08, -0.06, -0.03, -0.11, 0.10, 0.11, 0.05, 0.11, 0.11, 0.11, 0.10, 0.11, 0.12, 0.11, 0.11, 0.11, 0.10, -0.02, -0.22, -0.05, -0.06, -0.03, -0.20, -0.02, -0.22, 0.10, -0.25, 0.01, -0.26, 0.00, 0.18, -0.21, -0.24, -0.04, -0.06, -0.08, -0.04, -0.19, -0.01, 0.09, 0.09, 0.04, 0.11, 0.11, 0.12, 0.09, 0.04, 0.10, 0.09, 0.10, 0.09, 0.09, 0.09, 0.09, 0.09, 0.02, 0.09, 0.12, 0.11, 0.11, 0.09, 0.07, 0.07, 0.14, -0.48, 0.12, -0.11, -0.01, 0.01, -0.29, -0.08, -0.01, 0.12, -0.06, -0.24, 0.00, -0.04, -0.02, -0.13, 0.10, 0.10

---

| no. | HOMO level (eV) |
| --- | --- |
| 1 | -2.527 |
| 2 | -9.557 |